Below is a cluster of 21 separate species, C9H49F3O20S in total, with properties calculated with ωB97M-V/def2-TZVPD.

Geometry as XYZ:
```
82
Properties=species:S:1:pos:R:3
F 3.52623 -0.62110 0.92000
F 3.12261 -2.74492 0.91340
F 1.40464 -2.52657 -0.99314
S 1.35639 -1.12562 2.05124
C 0.39419 -0.34788 0.85068
C 0.74564 -0.51907 -0.41010
C 2.59758 -1.51859 0.77917
C 1.90165 -1.36749 -0.65465
C -2.01376 -0.54495 0.28535
C -1.51643 -0.94478 -1.18227
C -0.62604 1.31349 -0.40855
C -0.93367 0.42242 0.85117
C -0.33878 0.04378 -1.31320
H 2.53188 -0.87009 -1.36055
H -2.00907 -1.39137 1.03593
H -2.97873 -0.07603 0.22011
H -1.19671 -2.03286 -1.23702
H -2.28950 -0.75227 -1.93897
H 0.25503 1.92822 -0.34638
H -1.52539 1.87627 -0.72984
H -1.25201 0.85457 1.82367
H -0.06267 0.20945 -2.37229
O -0.33506 -0.19200 -5.25348
H 0.52492 -0.59302 -5.60472
H -0.11177 0.68400 -4.79904
O -5.21187 -1.53047 1.66372
H -6.22123 -1.54870 1.59585
H -4.83093 -1.69432 0.74079
O 3.63605 -5.40190 -1.31883
H 4.18269 -5.14387 -0.50743
H 2.75035 -5.77097 -0.99777
O -1.17394 4.55030 0.74016
H -1.71049 4.82159 1.55397
H -0.24598 4.94369 0.82900
O -2.46875 2.45562 -3.52375
H -2.59480 3.09241 -2.74762
H -1.47712 2.37636 -3.70853
O 5.27240 -4.27274 2.30462
H 5.76740 -3.61458 1.71679
H 4.55212 -3.76841 2.80523
O 2.94140 -3.70674 3.85015
H 3.18674 -4.40122 4.54389
H 2.17340 -4.06869 3.29976
O 1.72824 4.31700 0.56946
H 1.59983 5.26158 0.23027
H 2.25259 3.80119 -0.12535
O 3.12634 1.42218 -3.50840
H 3.76681 0.64567 -3.40553
H 2.87316 1.49458 -4.48535
O -3.83450 -0.05654 3.61984
H -4.35912 -0.64949 2.98980
H -3.11307 -0.61793 4.05358
O 5.31996 0.32622 -0.97448
H 5.40326 0.16630 0.02114
H 6.17063 0.77085 -1.29452
O -2.15085 -4.64073 2.20854
H -3.15073 -4.60554 2.35941
H -1.98650 -4.83241 1.22874
O 0.31733 2.49783 -4.07220
H 0.78818 2.86070 -4.89097
H 0.98632 1.96022 -3.53629
O -3.14851 2.48131 4.20938
H -3.37217 1.51937 3.98937
H -3.15515 2.58413 5.21594
O 1.76009 -1.88600 5.54094
H 2.01563 -0.90867 5.48348
H 2.08570 -2.34679 4.70105
O -2.57282 4.10391 -1.55823
H -2.09271 4.27215 -0.68361
H -3.56759 4.08910 -1.37390
O -4.61489 0.05974 -2.96646
H -4.29885 -0.22652 -3.88403
H -4.00536 0.79814 -2.63935
O -4.34138 -2.23511 -1.17606
H -4.26717 -1.64767 -1.99652
H -5.31804 -2.45963 -1.03648
O 1.11606 2.28586 2.43409
H 1.53070 2.93713 1.78012
H 0.11824 2.45227 2.45478
O 3.50846 2.86824 -0.99487
H 3.88691 2.06528 -0.50928
H 3.29638 2.59108 -1.94458
```

As for the total charge: 0. The HOMO energy comes out at -8.019 eV. Its gap between HOMO and LUMO is 7.39 eV. The LUMO energy comes out at -0.62 eV.

Results of the Mulliken charge analysis, in e, for atoms 1 through 8: -0.3009, -0.2597, -0.4303, -0.3199, 1.3429, -0.9356, 1.0282, -0.3908



Below is a structure of composition C36H36Cl56NS2, with properties calculated with ωB97M-V/def2-TZVPD.

Geometry as XYZ:
```
131
Properties=species:S:1:pos:R:3
C -2.56693 5.63391 1.64177
C -2.36865 4.44909 0.47801
C -3.77844 3.57301 0.35630
C -3.56589 2.07300 -0.28280
N -4.82822 1.41436 -0.79365
C -4.61149 -0.01604 -1.23579
C -3.63427 -0.20108 -2.53998
C -3.62781 -1.82085 -2.95603
C -2.19222 -2.30385 -3.60527
C -1.87803 -3.91732 -3.40658
C -1.71350 -4.32074 -1.82352
C -0.22464 -4.92324 -1.43483
C 0.38449 -4.29626 -0.02395
C 0.65857 -2.70086 -0.28645
C -0.44236 -1.58492 0.23519
C -0.20305 0.02657 -0.05798
C 1.18870 0.43050 -0.88860
C 2.30814 -0.68697 -1.38071
C 2.06390 -2.30256 -1.07987
C -5.93981 1.42724 0.27422
S -7.15774 2.65743 0.34058
S -6.11621 0.07289 1.60074
C -5.60860 0.71174 3.28687
C -5.01302 -0.56380 4.18423
C -4.21154 0.14846 5.45862
H -2.36834 6.71171 1.19559
H -3.64892 5.63011 2.10602
H -1.82384 5.49012 2.55548
H -2.12372 4.97766 -0.54574
H -1.46537 3.79713 0.85379
H -4.15207 3.43707 1.47440
H -4.58928 4.22686 -0.18182
H -2.82915 2.18267 -1.18660
H -3.15873 1.39193 0.59285
H -5.68338 -0.42489 -1.56493
H -4.17959 -0.72643 -0.38982
H -4.01036 0.43399 -3.46750
H -2.54801 0.16221 -2.23391
H -4.51899 -1.99336 -3.71140
H -3.86784 -2.43398 -1.97994
H -2.28476 -2.13888 -4.78401
H -1.33007 -1.60095 -3.23642
H -0.81585 -4.07175 -3.92857
H -2.48195 -5.20244 -1.58978
H -2.03464 -3.39300 -1.18066
H -0.21934 -6.10214 -1.36614
H 0.55496 -4.63752 -2.28834
H -0.36796 -4.40048 0.88481
H 1.39029 -4.84114 0.30255
H -1.38575 -2.00612 0.82074
H -1.00299 0.80888 0.29838
H 1.33508 1.58329 -1.11719
H 3.28406 -0.40595 -1.96410
H 2.80820 -3.15671 -1.38480
H -6.51599 1.13698 3.92765
H -4.77406 1.53247 3.17617
H -4.31413 -1.20072 3.49408
H -5.86045 -1.26676 4.59474
H -3.51029 0.96813 4.95574
H -3.50646 -0.59888 6.02848
H -5.00922 0.63342 6.16499
C 3.90541 3.16179 -0.12488
Cl 3.39216 4.16326 -1.50627
Cl 3.91855 4.15357 1.35518
Cl 2.76912 1.80474 0.07957
Cl 5.54183 2.52564 -0.42806
C -3.67383 -7.34528 1.17921
Cl -5.13649 -7.31311 2.19616
Cl -4.13086 -7.69195 -0.50759
Cl -2.85896 -5.76291 1.26057
Cl -2.56906 -8.61317 1.76777
C -1.42010 7.23486 5.51026
Cl -2.63440 5.94443 5.32355
Cl -2.22577 8.82257 5.44357
Cl -0.59600 7.05244 7.07937
Cl -0.22427 7.11995 4.19449
C 1.11959 7.15945 -2.59732
Cl 2.66548 7.96974 -2.23918
Cl 1.41291 5.76926 -3.67236
Cl 0.38139 6.59060 -1.07877
Cl 0.01866 8.30825 -3.39898
C -6.22112 -6.01913 6.32045
Cl -7.19849 -6.67177 4.98126
Cl -7.17246 -6.06310 7.82624
Cl -4.75048 -7.00539 6.51802
Cl -5.76313 -4.33627 5.95623
C 5.66167 8.88963 0.95819
Cl 6.65138 9.78191 -0.22457
Cl 4.11581 9.74134 1.20172
Cl 5.34453 7.24610 0.34767
Cl 6.53501 8.78927 2.50792
C 3.09222 -0.77806 -5.74118
Cl 4.63811 0.03223 -5.38304
Cl 3.38554 -2.16825 -6.81622
Cl 2.35402 -1.34691 -4.22263
Cl 1.99130 0.37074 -6.54284
C 3.27443 -6.64027 -3.49738
Cl 1.74003 -7.14085 -4.25212
Cl 3.00517 -5.17532 -2.51973
Cl 3.87674 -7.95039 -2.45079
Cl 4.47573 -6.29452 -4.76695
C 5.35362 -0.77512 -10.15638
Cl 3.73315 -1.22211 -10.74707
Cl 5.27742 -0.44276 -8.40764
Cl 6.48645 -2.11705 -10.45711
Cl 5.91736 0.68144 -11.01374
C 9.17789 -4.69896 -8.04964
Cl 10.72378 -3.88866 -7.69150
Cl 9.47121 -6.08915 -9.12468
Cl 8.43969 -5.26780 -6.53109
Cl 8.07697 -3.55015 -8.85131
C 0.43484 3.30041 3.51099
Cl 1.27996 3.68491 5.03170
Cl 0.98498 1.71589 2.91014
Cl -1.32169 3.24701 3.80477
Cl 0.79617 4.55386 2.29743
C -0.84516 -6.14728 7.52706
Cl 0.89149 -5.88976 7.22317
Cl -1.44013 -4.90713 8.65950
Cl -1.74090 -6.02814 5.99150
Cl -1.09099 -7.76410 8.23411
C -1.22283 11.63698 8.24028
Cl -0.37771 12.02148 9.76098
Cl -0.67269 10.05246 7.63942
Cl -2.97936 11.58358 8.53405
Cl -0.86150 12.89043 7.02671
C 11.38082 -6.47553 -3.35668
Cl 10.86757 -5.47406 -4.73807
Cl 11.39396 -5.48374 -1.87662
Cl 10.24453 -7.83257 -3.15223
Cl 13.01724 -7.11167 -3.65987
```

As for the total charge: -1. The HOMO energy comes out at -1.799 eV. Its gap between HOMO and LUMO is 2.72 eV. The LUMO energy comes out at 0.92 eV.

Results of the Mulliken charge analysis, in e, for atoms 1 through 8: -0.2754, 0.2873, -0.6486, -0.2409, 0.0272, -0.6215, -0.2307, -0.5464



Below is a cluster of 3 separate species, CH3FNO in total, with properties calculated with ωB97M-V/def2-TZVPD.

Geometry as XYZ:
```
7
Properties=species:S:1:pos:R:3
C -1.90116 -0.35363 0.73370
N -1.10758 -0.40490 -0.14507
O 2.24252 -0.05422 0.96754
F -0.90944 -0.38880 2.36310
H -2.79957 -0.58898 1.23815
H 1.60678 -0.59557 1.45447
H 1.53838 0.31970 0.41691
```

As for the total charge: -1. The HOMO energy comes out at -3.957 eV. Its gap between HOMO and LUMO is 8.86 eV. The LUMO energy comes out at 4.90 eV.

Charge distribution, Mulliken scheme, values in e: 0.1358, -0.5754, -0.7354, -0.7465, 0.2184, 0.3513, 0.3519



Below is an isolated molecule of C3H2N2O2, with properties calculated with ωB97M-V/def2-TZVPD.

Geometry as XYZ:
```
9
Properties=species:S:1:pos:R:3
O -2.49502 -0.33246 -0.80864
C -1.80415 0.14823 0.04989
C -0.30869 -0.03535 0.06956
N 0.56430 0.92067 0.06985
C 1.73398 0.21103 -0.03628
N 1.58963 -1.08199 -0.07086
O 0.22963 -1.25330 0.00368
H -2.18115 0.79935 0.86406
H 2.70202 0.68007 -0.14117
```

As for the total charge: 0. The HOMO energy comes out at -11.185 eV. Its SMILES is O=Cc1ncno1. Its gap between HOMO and LUMO is 10.85 eV. The LUMO energy comes out at -0.34 eV.

Results of the Mulliken charge analysis, in e, for atoms 1 through 8: -0.3957, -0.0581, 0.6707, -0.4972, -0.0582, -0.2718, -0.0852, 0.3011



Question: Which of these has the lowest gap between HOMO and LUMO?
Answer: C36H36Cl56NS2



Question: Number 4 is which compound?
Answer: C3H2N2O2